No. 1
This record from the Open Molecules 2025 dataset describes a 2-piece molecular cluster, C5H9IN3 overall. The level of theory is wB97M-V/def2-TZVPD.

## Properties
M (g mol⁻¹): 238.05
Multiplicity: 3
Highest occupied orbital energy (alpha / beta) (eV): -13.41 / -13.37
Total charge: +1
Expectation value of S²: 2.020
E_LUMO (alpha / beta) (eV): -3.84 / -7.24

Geometry (Å):
C: 0.88 -1.29 0.28
C: 1.12 0.92 0.53
C: 0.20 -0.05 0.07
C: 0.44 -2.62 -0.09
C: 1.02 2.40 0.46
N: 2.09 -1.05 0.89
N: 2.15 0.16 1.16
N: -1.10 0.01 -0.55
I: 0.45 0.45 -3.64
H: 0.18 -2.51 -1.18
H: -0.43 -2.93 0.47
H: 1.17 -3.31 0.10
H: 0.90 2.82 -0.59
H: 2.02 2.75 0.71
H: 0.37 2.88 1.19
H: -1.69 0.39 0.22
H: -1.48 -1.03 -0.87
H: -1.12 0.59 -1.39

---

No. 2
This record from the Open Molecules 2025 dataset describes one molecule with the formula CH4IN3. The level of theory is wB97M-V/def2-TZVPD.

## Properties
M (g mol⁻¹): 184.97
Highest occupied orbital energy (alpha / beta) (eV): -7.87 / -8.78
E_LUMO (alpha / beta) (eV): 0.02 / 0.36

Geometry (Å):
C: 1.04 -0.49 0.00
N: -0.70 1.16 0.11
N: -3.71 0.20 -0.07
N: 0.59 0.84 0.01
I: -1.99 -0.42 -0.08
H: 0.55 -1.20 -0.63
H: 2.10 -0.69 -0.40
H: 0.93 -1.03 0.90
H: 1.18 1.63 0.15

---

No. 3
This record from the Open Molecules 2025 dataset describes one molecule with the formula C3H5N5O. The level of theory is wB97M-V/def2-TZVPD.

## Properties
M (g mol⁻¹): 127.11
Highest occupied orbital energy (eV): -9.00
E_LUMO (eV): 0.66

Geometry (Å):
C: -1.40 1.40 0.26
N: -1.20 -0.03 0.09
N: -2.11 -0.93 0.02
O: -3.22 -0.53 0.14
C: 0.27 -0.37 -0.06
N: 0.83 -1.48 0.39
C: 2.08 -1.39 0.10
N: 2.32 -0.15 -0.42
N: 1.16 0.51 -0.53
H: -2.35 1.53 -0.25
H: -1.62 1.63 1.31
H: -0.47 1.73 -0.11
H: 2.69 -2.21 0.15
H: 3.03 0.27 -1.08

---

No. 4
This record from the Open Molecules 2025 dataset describes a 2-piece molecular cluster, C4H12NO3 overall. The level of theory is wB97M-V/def2-TZVPD.

## Properties
M (g mol⁻¹): 122.14
Highest occupied orbital energy (eV): -14.04
Total charge: +1
E_LUMO (eV): -2.92

Geometry (Å):
C: 1.08 -1.50 -0.73
O: 2.46 -1.17 -0.58
C: 0.28 -0.21 -0.89
C: -1.20 -0.50 -0.76
C: -2.01 0.81 -0.78
O: -1.67 1.83 -0.25
N: 0.79 0.66 0.23
H: 0.71 -2.07 0.13
H: 0.90 -2.12 -1.61
H: 2.94 -1.99 -0.75
H: 0.63 0.23 -1.82
H: -1.53 -0.91 0.19
H: -1.54 -1.22 -1.50
H: -2.96 0.75 -1.34
H: 0.44 1.63 0.22
H: 0.54 0.39 1.19
H: 1.81 0.74 0.15
H: -1.18 0.11 3.00
H: 0.34 0.16 3.49
O: -0.28 0.37 2.79

---

No. 5
This record from the Open Molecules 2025 dataset describes a 10-piece molecular cluster, C36H98N6O16 overall. The level of theory is wB97M-V/def2-TZVPD.

## Properties
M (g mol⁻¹): 871.21
Multiplicity: 2
Highest occupied orbital energy (alpha / beta) (eV): -9.70 / -9.70
Total charge: +1
Expectation value of S²: 0.754
E_LUMO (alpha / beta) (eV): -2.25 / -7.26

Geometry (Å):
C: -3.50 4.33 -6.82
O: -2.62 3.30 -6.30
C: -1.49 3.10 -7.07
C: -0.56 1.96 -6.65
N: -0.38 2.03 -5.20
C: 0.92 1.47 -4.79
C: 1.48 1.96 -3.46
O: 1.35 3.39 -3.37
C: 1.84 3.91 -2.20
H: -4.26 4.46 -6.05
H: -3.98 3.99 -7.73
H: -2.96 5.26 -6.99
H: -0.92 4.01 -6.89
H: -1.71 3.15 -8.14
H: 0.42 1.93 -7.12
H: -0.88 0.93 -6.84
H: -0.63 2.91 -4.78
H: 1.62 1.72 -5.58
H: 0.74 0.39 -4.74
H: 2.52 1.63 -3.50
H: 0.89 1.52 -2.65
H: 1.25 3.60 -1.35
H: 1.81 5.00 -2.29
H: 2.88 3.66 -1.99
C: 7.09 1.09 4.61
O: 5.82 1.03 4.00
C: 5.38 2.34 3.61
C: 5.69 2.41 2.11
N: 4.64 1.78 1.25
C: 5.01 1.76 -0.11
C: 3.98 0.95 -0.86
O: 3.81 -0.44 -0.41
C: 4.86 -1.25 -0.97
H: 7.80 1.64 3.99
H: 7.51 0.11 4.85
H: 7.04 1.62 5.56
H: 5.89 3.10 4.20
H: 4.31 2.44 3.82
H: 6.69 2.15 1.77
H: 5.75 3.49 2.05
H: 4.51 0.81 1.48
H: 5.98 1.27 -0.17
H: 5.14 2.73 -0.59
H: 4.26 0.89 -1.91
H: 2.97 1.34 -0.76
H: 4.92 -1.16 -2.05
H: 4.53 -2.27 -0.75
H: 5.81 -1.11 -0.45
C: -2.90 -4.90 1.69
O: -2.53 -4.37 0.38
C: -2.71 -2.99 0.18
C: -2.77 -2.74 -1.29
N: -4.09 -3.14 -1.75
C: -4.11 -3.09 -3.24
C: -5.50 -3.63 -3.77
O: -5.48 -5.05 -3.51
C: -6.75 -5.67 -3.89
H: -3.11 -5.94 1.47
H: -3.86 -4.48 1.97
H: -2.13 -4.82 2.46
H: -1.79 -2.48 0.48
H: -3.50 -2.46 0.71
H: -1.93 -3.30 -1.69
H: -2.56 -1.69 -1.51
H: -4.15 -4.10 -1.45
H: -3.30 -3.61 -3.75
H: -4.00 -2.03 -3.47
H: -5.58 -3.49 -4.84
H: -6.31 -3.12 -3.24
H: -7.57 -5.21 -3.35
H: -6.70 -6.75 -3.73
H: -6.96 -5.58 -4.95
C: 3.15 -1.56 -4.83
O: 2.19 -2.46 -4.17
C: 2.38 -2.57 -2.79
C: 1.15 -3.23 -2.21
N: 1.22 -4.66 -1.74
C: 0.11 -5.15 -0.98
C: 0.53 -6.51 -0.43
O: -0.01 -7.51 -1.26
C: 0.45 -8.85 -0.96
H: 2.87 -0.51 -4.76
H: 3.12 -1.97 -5.84
H: 4.16 -1.75 -4.46
H: 2.42 -1.58 -2.34
H: 3.31 -3.14 -2.69
H: 0.35 -3.08 -2.95
H: 0.92 -2.72 -1.28
H: 1.37 -5.17 -2.60
H: -0.80 -5.31 -1.55
H: -0.15 -4.47 -0.17
H: 0.03 -6.65 0.53
H: 1.61 -6.55 -0.32
H: 0.03 -9.30 -0.05
H: 1.54 -8.91 -0.94
H: 0.21 -9.50 -1.80
C: -3.94 -0.73 4.21
O: -2.66 -0.42 3.65
C: -1.84 -1.54 3.72
C: -0.50 -1.26 3.11
N: 0.17 -0.09 3.69
C: 0.97 -0.47 4.90
C: 1.98 0.58 5.51
O: 1.21 1.75 5.90
C: 1.88 2.59 6.79
H: -3.94 -1.31 5.14
H: -4.53 -1.22 3.44
H: -4.52 0.18 4.35
H: -2.37 -2.35 3.21
H: -1.76 -1.90 4.75
H: -0.78 -1.05 2.08
H: 0.14 -2.14 3.18
H: 0.73 0.42 3.03
H: 1.52 -1.39 4.67
H: 0.23 -0.67 5.68
H: 2.76 0.70 4.75
H: 2.49 0.16 6.37
H: 2.89 2.86 6.45
H: 2.05 2.22 7.80
H: 1.27 3.48 6.90
C: -1.66 6.45 6.47
O: -1.57 5.86 5.22
C: -1.97 4.49 5.23
C: -2.09 4.10 3.72
N: -0.89 3.43 3.32
C: -1.02 2.87 2.02
C: -0.89 3.81 0.76
O: -2.00 4.63 0.57
C: -2.14 5.20 -0.73
H: -1.19 5.86 7.27
H: -2.70 6.69 6.66
H: -1.20 7.44 6.43
H: -2.91 4.37 5.78
H: -1.28 3.88 5.82
H: -2.17 4.98 3.07
H: -3.00 3.51 3.62
H: -0.69 2.66 3.95
H: -1.96 2.31 1.99
H: -0.22 2.15 1.85
H: -0.67 3.14 -0.07
H: -0.01 4.45 0.73
H: -3.01 5.85 -0.68
H: -2.29 4.42 -1.48
H: -1.30 5.79 -1.10
O: 1.69 0.76 1.22
H: 2.20 1.52 1.51
H: 2.34 0.20 0.79
O: -2.04 0.46 -3.34
H: -1.85 0.36 -2.41
H: -1.29 0.94 -3.69
O: -0.51 0.02 -0.96
H: 0.33 0.00 -0.51
H: -1.11 0.42 -0.33
O: -2.92 0.18 0.76
H: -2.89 0.05 1.71
H: -3.72 -0.27 0.48

---

No. 6
This record from the Open Molecules 2025 dataset describes one molecule with the formula C25H26N4O4S. The level of theory is wB97M-V/def2-TZVPD.

## Properties
M (g mol⁻¹): 478.57
Highest occupied orbital energy (eV): -8.12
E_LUMO (eV): 0.47

Geometry (Å):
C: -4.93 -1.58 1.68
C: -5.45 -0.20 2.08
O: -5.25 0.77 1.08
C: -4.01 1.31 0.89
C: -2.87 1.02 1.64
C: -1.66 1.61 1.31
C: -1.56 2.48 0.24
C: -0.28 3.12 -0.17
O: -0.24 4.23 -0.68
N: 0.83 2.39 0.06
C: 2.14 2.90 -0.28
C: 2.79 2.15 -1.45
N: 3.24 0.85 -1.04
C: 2.53 -0.31 -1.16
C: 3.16 -1.32 -0.48
S: 2.55 -2.95 -0.25
C: 1.45 -2.58 1.19
C: 0.28 -1.81 0.63
O: 0.25 -0.60 0.59
N: -0.68 -2.61 0.10
C: -1.81 -2.22 -0.58
C: -2.20 -0.93 -1.05
C: -3.40 -1.17 -1.65
C: -4.36 -0.27 -2.33
O: -3.71 -2.47 -1.55
N: -2.72 -3.12 -0.88
C: 4.34 -0.77 0.10
C: 5.36 -1.29 0.88
C: 6.37 -0.45 1.28
C: 6.38 0.90 0.92
C: 5.37 1.44 0.14
C: 4.35 0.60 -0.27
C: -2.71 2.81 -0.47
C: -3.92 2.23 -0.16
H: -5.17 -2.30 2.46
H: -3.86 -1.57 1.53
H: -5.41 -1.90 0.76
H: -5.00 0.12 3.03
H: -6.53 -0.24 2.21
H: -2.91 0.35 2.48
H: -0.80 1.38 1.91
H: 0.75 1.43 0.36
H: 2.79 2.85 0.59
H: 1.99 3.95 -0.56
H: 2.07 2.04 -2.26
H: 3.65 2.72 -1.81
H: 1.62 -0.34 -1.72
H: 1.16 -3.54 1.62
H: 2.01 -1.99 1.91
H: -0.59 -3.62 0.19
H: -1.66 -0.02 -0.95
H: -4.82 -0.79 -3.18
H: -3.86 0.63 -2.68
H: -5.16 0.01 -1.64
H: 5.36 -2.34 1.15
H: 7.18 -0.83 1.89
H: 7.19 1.53 1.25
H: 5.39 2.49 -0.13
H: -2.64 3.53 -1.28
H: -4.82 2.48 -0.70

---

No. 7
This record from the Open Molecules 2025 dataset describes C44H31Cl3N3O4PS5W as an isolated structure. The level of theory is wB97M-V/def2-TZVPD.

## Properties
M (g mol⁻¹): 1147.26
Highest occupied orbital energy (alpha / beta) (eV): -2.36 / -2.47
Total charge: -2
E_LUMO (alpha / beta) (eV): 3.22 / 3.22

Geometry (Å):
W: -0.09 -0.44 -0.01
S: -3.32 -3.79 -0.76
C: -2.16 -2.63 -0.50
S: -2.23 -0.99 -1.10
S: -0.68 -2.87 0.35
S: 3.29 -1.08 3.20
C: 4.15 -0.73 1.73
C: 5.53 -0.70 1.51
C: 5.98 -0.31 0.26
C: 5.07 0.06 -0.74
C: 3.71 0.01 -0.53
C: 3.25 -0.43 0.71
N: 1.92 -0.51 1.09
C: 1.79 -0.79 2.36
C: 0.47 -0.85 2.98
C: 0.31 -0.98 4.36
C: -0.96 -0.99 4.89
C: -2.06 -0.88 4.03
C: -1.88 -0.76 2.67
C: -0.61 -0.73 2.09
H: 6.22 -0.95 2.30
H: 7.04 -0.28 0.06
H: 5.45 0.39 -1.71
H: 3.00 0.30 -1.29
H: 1.17 -1.06 5.02
H: -1.11 -1.08 5.96
H: -3.06 -0.90 4.44
H: -2.76 -0.71 2.02
Cl: 3.19 6.00 -1.36
C: 2.29 4.64 -0.72
C: 1.56 3.85 -1.59
C: 0.87 2.77 -1.06
Cl: -0.04 1.71 -2.08
C: 0.85 2.45 0.31
O: 0.18 1.46 0.80
C: 1.63 3.29 1.13
Cl: 1.72 2.93 2.82
C: 2.34 4.37 0.63
H: 1.53 4.06 -2.65
H: 2.92 4.99 1.30
N: 0.96 -1.20 -1.48
P: 1.60 -2.42 -2.16
C: 2.37 -1.91 -3.73
C: 2.86 -2.83 -4.66
C: 3.41 -2.39 -5.85
C: 3.46 -1.04 -6.14
C: 2.96 -0.12 -5.23
C: 2.42 -0.55 -4.03
C: 0.51 -3.76 -2.72
C: -0.63 -3.37 -3.42
C: -1.51 -4.32 -3.91
C: -1.24 -5.67 -3.73
C: -0.11 -6.06 -3.04
C: 0.76 -5.11 -2.53
C: 2.94 -3.25 -1.23
C: 4.27 -3.22 -1.64
C: 5.26 -3.80 -0.86
C: 4.94 -4.41 0.34
C: 3.61 -4.43 0.77
C: 2.62 -3.85 -0.01
H: 2.81 -3.89 -4.44
H: 3.79 -3.12 -6.57
H: 3.88 -0.70 -7.08
H: 2.99 0.94 -5.46
H: 2.00 0.15 -3.32
H: -0.85 -2.31 -3.54
H: -2.41 -4.00 -4.41
H: -1.93 -6.41 -4.11
H: 0.09 -7.12 -2.88
H: 1.63 -5.43 -1.97
H: 4.54 -2.74 -2.57
H: 6.29 -3.76 -1.19
H: 5.71 -4.86 0.95
H: 3.35 -4.89 1.71
H: 1.60 -3.86 0.33
N: -2.74 1.98 0.37
C: -3.20 3.22 -0.11
C: -3.51 3.38 -1.45
C: -3.95 4.61 -1.93
C: -4.07 5.70 -1.09
C: -3.74 5.55 0.25
C: -3.31 4.33 0.74
S: -4.76 7.25 -1.69
O: -6.14 7.24 -1.23
O: -4.61 7.18 -3.14
O: -3.95 8.28 -1.05
H: -2.64 1.94 1.38
H: -3.30 1.20 0.05
H: -3.41 2.53 -2.12
H: -4.20 4.74 -2.98
H: -3.83 6.40 0.91
H: -3.06 4.22 1.79

---

No. 8
This record from the Open Molecules 2025 dataset describes C32H35F3N2O4RuS as an isolated structure. The level of theory is wB97M-V/def2-TZVPD.

## Properties
M (g mol⁻¹): 701.77
Multiplicity: 6
Highest occupied orbital energy (alpha / beta) (eV): -10.05 / -11.47
Total charge: +1
Expectation value of S²: 8.773
E_LUMO (alpha / beta) (eV): -2.90 / -4.64

Geometry (Å):
Ru: -1.00 0.52 1.56
C: -3.34 1.75 -2.50
C: -2.77 0.84 -1.40
C: -1.67 -0.05 -1.97
C: -2.30 1.71 -0.25
C: -0.99 2.22 -0.18
C: -0.62 3.11 0.84
C: -1.53 3.55 1.79
C: -1.14 4.48 2.89
C: -2.84 3.05 1.71
C: -3.21 2.15 0.73
H: -3.72 1.14 -3.33
H: -2.57 2.41 -2.89
H: -4.16 2.36 -2.13
H: -3.58 0.21 -1.02
H: -0.94 0.52 -2.55
H: -2.10 -0.79 -2.64
H: -1.13 -0.60 -1.19
H: -0.28 1.97 -0.96
H: 0.40 3.47 0.87
H: -1.26 3.99 3.86
H: -1.77 5.37 2.89
H: -0.10 4.80 2.79
H: -3.57 3.37 2.44
H: -4.23 1.77 0.71
C: 2.92 2.26 -1.85
C: 4.04 1.67 -0.99
N: 4.32 0.28 -1.29
C: 5.11 0.00 -2.49
C: 6.61 0.14 -2.24
C: 4.08 -0.76 -0.46
O: 4.49 -1.89 -0.65
C: 3.25 -0.53 0.78
C: 3.74 -0.96 2.01
C: 2.94 -0.86 3.13
C: 1.65 -0.37 3.00
N: 1.16 0.00 1.81
C: 1.96 -0.06 0.73
H: 2.70 3.28 -1.53
H: 2.00 1.67 -1.78
H: 3.20 2.30 -2.90
H: 3.81 1.78 0.07
H: 4.95 2.24 -1.16
H: 4.78 0.68 -3.28
H: 4.88 -1.01 -2.82
H: 6.88 1.16 -1.97
H: 7.16 -0.12 -3.15
H: 6.92 -0.54 -1.45
H: 4.74 -1.38 2.07
H: 3.30 -1.17 4.11
H: 0.98 -0.28 3.84
H: 1.51 0.25 -0.21
C: -2.21 -3.79 -3.97
C: -1.85 -5.25 -3.87
O: -1.85 -6.00 -4.80
S: -1.29 -5.93 -2.30
C: -1.51 -4.60 -1.14
C: -2.76 -4.34 -0.59
C: -2.92 -3.33 0.34
C: -1.81 -2.57 0.74
C: -0.55 -2.86 0.22
C: -0.40 -3.87 -0.72
C: -2.00 -1.52 1.71
C: -2.53 -0.74 2.52
H: -2.85 -3.46 -3.15
H: -2.71 -3.64 -4.92
H: -1.29 -3.21 -3.94
H: -3.61 -4.94 -0.89
H: -3.89 -3.13 0.76
H: 0.31 -2.30 0.55
H: 0.57 -4.09 -1.13
F: -3.52 0.86 6.17
C: -2.89 1.53 5.21
F: -3.84 2.22 4.52
F: -2.08 2.44 5.77
C: -2.09 0.61 4.32
O: -1.09 1.06 3.64
O: -3.02 -0.23 3.60